Record 1
Below is C41H74AlN2O12P2Si as an isolated structure in a non-equilibrium geometry, with properties calculated with the ωB97M-V functional and the def2-TZVPD basis.

```
133
C41H74AlN2O12P2Si (the ωB97M-V functional and the def2-TZVPD basis)
H 0.811 -3.434 0.312
H 1.458 -0.712 5.973
C 1.185 1.393 5.515
H 0.053 -5.609 -1.398
H -6.231 -2.833 -4.485
O 5.068 -4.639 -3.744
C 4.000 3.134 8.912
H -9.369 4.052 -5.507
C 3.441 -3.009 -4.340
C -5.275 -2.532 -4.005
H 7.741 -4.353 -3.650
H 3.652 3.725 9.762
O 8.097 -4.543 -2.760
H 6.711 2.153 5.734
C -3.918 -1.496 -2.091
H 6.905 0.241 -2.100
H 1.613 -1.625 -1.794
H 7.417 -4.731 0.770
C 6.916 1.617 6.666
P -7.369 4.941 -2.717
H -1.287 -5.712 0.306
H 6.534 -4.576 -0.809
O -5.909 4.521 -2.624
O -7.105 6.450 -2.085
H 2.838 1.381 1.899
C 0.535 -4.508 0.459
C -9.586 7.070 -4.302
H 0.187 0.070 6.891
C 3.434 -4.719 -0.648
C 2.166 -4.812 -1.593
C 4.658 -3.514 -3.511
O 8.723 -2.412 -2.820
H -8.674 2.909 -4.365
C 2.584 0.701 1.040
H 5.142 0.372 -1.730
C 3.534 -0.373 0.823
H 4.201 -5.502 -0.925
H 5.936 -0.207 6.044
H 1.901 -3.849 -2.098
H 2.859 -3.889 -4.715
H 4.436 -0.495 1.469
H -2.826 1.628 -1.135
H 9.200 -3.621 -0.150
C -5.521 -0.932 0.513
H -1.469 -0.984 -0.179
H -8.440 2.665 -6.105
C 3.217 -1.332 -0.276
H 2.382 3.637 7.567
C -7.226 4.244 -5.268
H -5.065 8.248 -1.788
O 4.595 0.997 7.065
H -4.639 1.619 -1.504
C -6.207 6.608 -0.985
H 3.681 4.790 7.622
C 7.014 -3.992 0.019
H -6.344 -0.379 -0.020
H 6.866 2.349 7.474
C 3.466 3.717 7.619
N 1.447 1.020 0.382
H 2.817 -2.232 -3.837
H -5.753 -2.026 0.471
C 0.966 -5.432 -0.768
H -6.366 3.611 -5.029
H 1.477 1.417 4.465
O -9.025 5.256 -2.715
H -5.516 -0.576 1.572
H -6.147 -1.646 -2.179
C -1.819 -3.525 0.061
H -9.206 7.273 -2.183
C -3.841 1.295 -0.788
H 8.193 -2.102 -0.360
O 4.094 3.214 6.441
C -8.500 3.419 -5.318
H 6.175 -0.055 7.787
H -3.380 -2.773 1.470
H 0.400 2.142 5.648
C -2.340 -2.492 1.154
H -1.819 -2.716 -4.629
C -9.615 6.545 -2.882
H -8.587 7.399 -4.586
H 0.175 0.351 -1.207
C 5.644 -1.464 -2.836
C -2.663 -1.805 -2.785
H -7.046 4.696 -6.245
C 0.657 0.026 5.905
H 3.196 -4.924 0.437
H 7.933 1.221 6.617
H 2.406 -5.549 -2.411
H 3.652 2.112 9.062
O 3.591 0.408 4.998
H -1.659 -1.560 -2.381
P 3.826 1.688 5.775
H -6.682 7.277 -0.262
C -4.904 7.216 -1.465
C -2.759 -2.465 -4.083
C 8.389 -3.350 -2.127
O 5.713 -1.113 -4.012
H -2.673 -3.910 -0.557
H -4.096 -3.323 -5.704
H -10.663 6.419 -2.593
C 5.907 -3.049 0.671
H -0.082 -0.328 5.183
H -6.036 5.657 -0.477
H -4.035 1.859 0.173
H 5.454 -3.555 1.570
H -4.156 7.214 -0.670
C 1.947 -0.973 -0.945
C -2.323 -1.019 0.559
N 5.311 -2.783 -2.455
Al 4.411 -2.912 -0.751
O -7.323 5.309 -4.329
H 6.145 -0.745 -0.753
H -2.052 -0.260 1.346
C 1.115 0.175 -0.630
C 5.914 0.498 6.882
H 3.866 -2.516 -5.262
C -4.018 -2.824 -4.713
H 1.282 -6.422 -0.344
H 6.306 -2.047 0.982
H -10.253 7.931 -4.398
Si -3.896 -0.584 -0.415
H 5.091 3.122 8.919
H -1.640 -2.572 2.029
C -5.193 -1.870 -2.711
H -1.089 -3.040 -0.639
C -1.010 -4.719 0.753
C 8.245 -3.199 -0.571
H 1.080 -4.865 1.381
O 2.279 1.753 6.364
H -9.902 6.304 -5.012
H -4.499 6.679 -2.323
C 6.010 -0.344 -1.789
H -1.251 -4.749 1.845
```

Values from the calculation:
* total charge: -1
* E_LUMO: -0.53 eV

Here are the Mulliken charges for atoms 1 to 4, given in e: -0.018, 0.288, -0.109, 0.485


Record 2
Below is a 10-piece molecular cluster, C41H74ClNO12P overall in a non-equilibrium geometry, with properties calculated with the ωB97M-V functional and the def2-TZVPD basis.

```
130
C41H74ClNO12P (the ωB97M-V functional and the def2-TZVPD basis)
H -4.542 -4.470 2.887
H -0.308 3.500 -0.469
N 1.700 2.441 -3.018
H 2.633 -5.953 8.066
H -0.448 12.409 -7.707
H 2.715 2.558 -2.939
H -2.030 -1.662 -5.429
H 1.440 8.470 -5.653
H -2.796 1.047 -2.890
H -2.065 9.971 -9.056
H -0.583 3.568 -6.532
C -2.314 -7.018 3.728
H 2.929 1.950 -0.368
H 2.467 -7.529 7.268
C -2.292 1.599 -3.686
C -1.010 1.238 -4.112
H 6.112 -0.135 8.758
C 3.256 -5.996 6.019
C 3.241 -4.525 5.686
H -1.776 -3.028 7.792
O 0.979 0.039 -3.030
C 4.025 -3.822 1.505
H 5.213 -5.557 1.099
H -2.632 10.856 -7.613
H 2.428 8.517 -4.186
C 0.531 2.852 2.050
C -5.726 -0.402 -1.237
C 3.512 -3.491 0.124
H -1.230 -5.469 -7.169
H -2.064 -3.676 9.431
O -4.222 -6.071 4.781
H 2.648 2.970 1.773
H 1.115 11.574 -7.685
H -2.381 -0.158 -0.156
C 1.429 1.137 -2.284
H -2.550 -6.715 7.170
H -7.541 -1.507 -0.986
C 0.094 11.530 -8.059
H 1.985 3.992 -1.559
C 0.092 2.885 -1.281
H -3.413 -5.744 8.375
C 0.808 1.542 -0.901
H -2.794 -4.455 2.584
H -2.854 4.261 -5.713
H -0.388 -1.914 -6.054
H -3.969 2.948 -3.894
C -1.397 -5.126 8.002
C -0.743 -4.689 -6.587
C -5.371 -0.751 -2.661
H 0.116 -4.316 -7.148
H 3.931 -4.334 4.865
C -2.710 -5.705 7.542
H -5.882 -0.077 -3.350
C -0.688 7.002 -4.497
H -0.399 2.681 1.486
H 2.608 -4.065 -0.086
C 1.178 3.569 -2.166
H -0.743 6.937 -5.585
H 6.415 -3.281 9.401
O 4.120 -2.968 2.358
O -2.855 -3.614 -6.750
H 0.552 1.648 -5.516
C -7.179 -0.487 -0.850
H 6.557 -2.588 7.759
C 4.877 -1.882 8.886
H 2.447 0.812 -2.016
H -7.769 0.198 -1.460
O -1.051 -0.904 -3.167
C 1.759 2.954 1.120
H -1.052 6.068 -4.067
C 5.864 -2.961 8.515
H -4.295 -0.649 -2.803
H 4.276 -3.715 -0.622
C -0.380 0.071 -3.396
H 4.760 -5.353 2.800
H -2.292 -7.654 4.611
H 0.413 3.824 2.551
C -0.437 1.959 -5.159
C 0.739 7.232 -4.070
H 1.318 -6.233 6.892
H -1.318 7.820 -4.145
P -0.243 0.267 0.022
C -2.976 2.667 -4.243
H -0.914 -2.714 -4.545
H -7.291 -0.211 0.197
C -1.417 -3.723 8.554
H -3.122 -5.098 6.737
C -2.358 3.397 -5.265
H 1.794 3.887 0.539
O 3.687 -2.031 8.721
C 5.436 -0.609 9.472
H -2.354 9.107 -7.535
H 1.576 2.474 -4.032
C -2.000 10.041 -7.969
O 3.964 -6.770 5.408
C -3.478 -6.063 3.827
O 0.018 9.492 -6.839
H -3.841 -5.643 1.756
H 0.765 4.304 -2.865
C 4.411 -5.255 1.774
H -1.377 -6.461 3.671
C -1.226 -2.387 -5.535
C -1.107 3.038 -5.736
H -5.656 -1.782 -2.875
C 1.968 1.763 0.147
H 5.971 -0.828 10.398
H 4.620 0.077 9.691
H -0.408 -5.114 -5.639
H -0.755 2.826 -1.981
H 2.238 -4.223 5.378
C -0.572 10.278 -7.553
C -3.673 -5.095 2.685
H 0.119 11.524 -9.150
Cl 0.549 -1.631 -0.409
C 2.357 -6.453 7.136
H 3.273 -2.430 0.077
O 1.319 6.438 -3.351
H 0.628 2.032 2.770
H 2.121 0.821 0.701
H 5.326 -3.815 8.109
C 1.409 8.477 -4.569
H -0.408 -3.434 8.845
H -2.424 -7.649 2.844
O -1.748 0.415 -0.620
O -0.366 -5.760 7.932
H 3.546 -5.906 1.635
O -4.879 -0.066 -0.437
H 0.867 9.357 -4.221
C -1.721 -3.569 -6.333
H 3.555 -3.942 6.554
```

Values from the calculation:
* total charge: +1
* E_LUMO: -2.71 eV

Here are the Mulliken charges for atoms 1 to 4, given in e: 0.299, 0.607, 0.268, 0.243


Record 3
Below is a 9-piece molecular cluster, C41H75F3N3O24SSi overall in a non-equilibrium geometry, with properties calculated with the ωB97M-V functional and the def2-TZVPD basis.

```
148
C41H75F3N3O24SSi (the ωB97M-V functional and the def2-TZVPD basis)
H -4.399 3.272 7.571
C 0.345 -7.655 -9.155
C 5.146 -1.003 2.529
H -0.962 9.830 -2.311
C -2.469 4.099 -4.399
H -0.541 -8.188 6.489
O 5.024 -1.195 3.709
C -2.292 1.967 -5.407
H -3.443 -3.252 8.933
H -5.559 5.419 10.970
O -7.556 5.802 10.534
C -6.215 6.254 10.731
C 0.049 -0.136 -7.011
H -0.327 -1.147 -7.174
H 1.839 -8.053 -4.571
F -2.829 -2.208 -2.397
H 2.071 3.011 -12.893
H 2.088 -0.643 -4.338
C -0.462 -5.722 -2.668
C -0.986 -1.203 -4.239
H 2.788 0.043 3.028
C -1.028 -4.381 -2.290
H -3.179 -1.174 0.600
H -1.898 2.482 -8.758
H 13.314 3.096 3.515
C -1.799 -0.745 4.903
O -1.769 -4.716 5.989
H -0.906 4.763 -3.153
C -0.690 10.043 -1.279
H -1.043 -4.504 2.731
H 7.563 -0.465 3.400
H 9.114 0.892 6.780
C 10.663 2.169 5.078
C 1.081 -4.197 -0.840
H 7.403 -2.221 3.099
C 2.550 2.753 -11.951
C -0.741 -2.851 -0.371
H 13.072 3.196 5.267
H 8.119 1.880 5.672
H -5.854 6.780 9.849
C -1.962 -1.356 -1.837
O 10.513 2.988 5.945
H -3.959 3.245 -5.679
H 0.166 -1.376 -2.418
O 0.447 4.124 -11.113
H -4.695 3.035 5.844
C -1.899 -5.324 7.026
C -7.706 4.942 9.530
H 1.871 -3.975 -1.552
O -0.879 7.401 -1.236
H 0.108 -8.240 -10.039
H -0.801 11.108 -1.094
Si -0.112 0.225 -5.159
C 12.574 3.227 4.300
H -2.651 1.173 -6.054
H -0.488 -2.138 -4.513
H -2.048 -4.506 -1.926
H -8.772 2.742 8.565
H 2.281 0.902 -5.140
O 0.326 -8.557 -8.044
H -1.501 -7.279 5.310
C 0.830 -8.459 -4.624
C -0.550 2.797 -3.999
C -1.554 8.046 -0.474
H 1.333 -7.214 -9.274
H 1.586 -2.434 0.172
O -6.830 4.538 8.808
H 1.790 -3.919 1.239
O 4.143 -0.763 1.673
C -1.329 3.115 -9.435
H 1.098 -0.052 -7.289
O -1.481 -6.564 7.261
O -2.708 1.716 4.646
O -2.485 -4.865 8.126
C 0.599 -7.995 -6.874
F -2.675 -0.231 -1.578
H 12.074 4.184 4.161
C 7.450 -1.235 2.640
H 0.419 2.654 -3.533
N -0.167 -3.601 -1.363
O -8.992 4.606 9.460
O -3.452 1.649 6.778
H -10.373 3.494 8.473
C -2.095 -1.128 0.687
C -0.786 -0.948 -2.724
C -3.942 2.988 6.628
C 2.857 -0.746 2.281
O 1.604 2.184 -11.042
C 8.769 1.011 5.754
H -1.741 -0.102 0.710
H 3.307 1.995 -12.133
C -1.058 1.813 -4.807
H 3.024 3.630 -11.514
H 0.071 -6.641 5.881
H -1.019 -6.130 -3.512
H -1.960 3.387 -10.279
H -1.840 -1.630 1.614
H 0.100 -7.706 -4.332
C -0.826 -7.193 6.160
C -2.995 3.125 -5.199
S -0.949 -4.791 1.410
O 0.547 -8.940 -5.933
H -6.234 6.942 11.571
H -9.067 4.104 7.444
C 1.187 -3.392 0.510
H 0.757 -9.302 -3.943
H 2.633 -1.714 2.730
H 1.065 -5.243 -0.529
O 11.643 2.150 4.177
H -0.684 0.133 -2.586
O 9.871 1.116 4.853
C -2.861 1.154 5.701
H -1.127 -3.807 -3.217
H 1.692 0.834 -3.472
H -2.471 -0.850 4.050
H -0.406 -6.878 -9.031
H -3.034 5.008 -4.228
H -0.528 0.603 -7.565
H -2.845 5.758 -0.541
H -1.007 4.006 -8.898
C -2.983 -3.533 7.991
H 8.307 -1.200 1.975
N -1.551 -1.843 -0.485
H 0.344 9.756 -1.092
H 8.206 0.126 5.470
H 2.131 -0.545 1.496
H -2.169 -2.844 7.777
H -3.738 -3.486 7.207
O -2.456 -0.090 5.980
O -1.571 9.372 -0.375
H -1.518 -1.739 5.244
O -0.203 2.352 -9.870
O 6.284 -0.991 1.845
H -3.227 5.860 1.186
C -9.304 3.681 8.418
H -1.539 5.685 0.679
H -3.124 3.673 6.413
H -2.037 -1.262 -4.523
F -0.700 -6.602 -1.614
N -0.233 -3.333 0.860
O 0.848 -6.831 -6.683
O -2.414 7.552 0.417
C 1.639 0.350 -4.451
C 0.602 3.001 -10.717
H 0.589 -5.714 -2.961
C -2.501 6.128 0.424
H -0.897 -0.204 4.617
C -1.253 3.958 -3.788
```

Values from the calculation:
* total charge: +1
* E_LUMO: -3.28 eV

Here are the Mulliken charges for atoms 1 to 4, given in e: 0.207, -0.623, 0.775, 0.294